{"formula": "C31H29N4O2PSZn", "method": "ωB97M-V with the def2-TZVPD basis set", "e_homo_ev": -7.8, "e_tot_ev": -111215.920, "de_lowest_kcal_mol": 20.60, "e_lumo_ev": 0.656, "elements": ["Zn", "N", "C", "C", "C", "C", "C", "C", "S", "O", "O", "N", "C", "N", "C", "C", "C", "N", "H", "H", "H", "H", "H", "H", "H", "H", "H", "C", "C", "C", "C", "C", "C", "C", "P", "C", "C", "C", "C", "C", "C", "C", "C", "C", "C", "C", "C", "C", "C", "H", "H", "H", "H", "H", "H", "H", "H", "H", "H", "H", "H", "H", "H", "H", "H", "H", "H", "H", "H"], "coordinates": [[0.399, 0.322, -0.211], [6.693, 2.492, -3.540], [5.791, 1.654, -2.940], [4.501, 1.504, -3.463], [3.580, 0.692, -2.832], [3.937, 0.007, -1.682], [5.220, 0.122, -1.164], [6.142, 0.933, -1.790], [2.750, -0.916, -0.765], [3.297, -2.176, -0.358], [1.514, -0.967, -1.576], [2.315, 0.037, 0.432], [2.383, -0.236, 1.765], [3.543, -0.511, 2.366], [3.512, -0.661, 3.683], [2.351, -0.538, 4.429], [1.187, -0.330, 3.708], [1.185, -0.200, 2.389], [6.437, 3.012, -4.356], [7.621, 2.591, -3.178], [4.231, 2.033, -4.369], [2.581, 0.573, -3.233], [5.481, -0.431, -0.270], [7.146, 1.021, -1.393], [4.460, -0.894, 4.157], [2.347, -0.622, 5.505], [0.218, -0.288, 4.191], [-5.326, 0.014, 1.604], [-5.026, -0.776, 0.358], [-6.060, -1.540, -0.180], [-5.904, -2.288, -1.336], [-4.685, -2.284, -1.991], [-3.640, -1.542, -1.468], [-3.784, -0.783, -0.304], [-2.227, 0.083, 0.180], [-2.221, -0.037, 2.007], [-2.389, 1.094, 2.801], [-2.513, 0.981, 4.177], [-2.465, -0.272, 4.770], [-2.238, -1.395, 3.988], [-2.086, -1.298, 2.607], [-1.789, -2.529, 1.794], [-2.535, 1.829, -0.226], [-3.809, 2.289, -0.580], [-4.002, 3.573, -1.051], [-2.906, 4.409, -1.230], [-1.642, 3.960, -0.903], [-1.424, 2.684, -0.365], [-0.060, 2.273, 0.041], [-6.402, 0.156, 1.702], [-4.852, 0.990, 1.589], [-4.974, -0.511, 2.494], [-7.020, -1.532, 0.323], [-6.736, -2.861, -1.723], [-4.549, -2.857, -2.899], [-2.678, -1.551, -1.968], [-2.464, 2.066, 2.327], [-2.656, 1.869, 4.780], [-2.592, -0.371, 5.841], [-2.180, -2.370, 4.458], [-1.587, -3.380, 2.442], [-0.913, -2.357, 1.164], [-2.623, -2.788, 1.139], [-4.664, 1.630, -0.510], [-4.999, 3.918, -1.291], [-3.041, 5.411, -1.619], [-0.785, 4.608, -1.045], [0.030, 2.288, 1.134], [0.684, 2.963, -0.356]], "forces_ev_per_angstrom": [[-0.2, 0.5, 0.0], [0.0, 0.0, 0.0], [-0.1, -0.1, 0.0], [0.1, 0.1, 0.0], [-0.1, -0.1, 0.0], [-0.2, -0.1, 0.1], [0.0, -0.1, 0.0], [0.0, 0.0, 0.0], [0.3, -0.1, 0.3], [0.1, 0.0, 0.0], [-0.1, 0.2, -0.2], [-0.3, -0.1, -0.4], [0.1, -0.6, 0.7], [0.1, 0.2, -0.3], [-0.1, 0.0, 0.1], [0.0, 0.0, -0.1], [0.0, 0.0, 0.0], [0.2, 0.2, -0.3], [0.0, 0.0, 0.0], [0.0, 0.0, 0.0], [0.0, 0.0, 0.0], [0.0, 0.0, 0.0], [0.0, 0.1, 0.0], [0.0, 0.0, 0.0], [0.0, 0.0, 0.0], [0.0, -0.1, 0.0], [0.0, 0.0, 0.0], [0.1, -0.1, 0.0], [0.0, 0.0, 0.0], [0.0, 0.0, 0.0], [0.0, 0.0, 0.0], [-0.1, -0.1, -0.1], [0.1, 0.0, 0.0], [0.3, -0.2, -0.1], [0.0, 0.2, 0.2], [-0.1, 0.1, 0.0], [0.0, -0.1, -0.1], [0.1, 0.1, 0.1], [0.0, 0.0, 0.0], [0.0, 0.0, 0.0], [-0.1, 0.0, 0.0], [-0.1, 0.1, 0.0], [0.0, 0.0, -0.2], [0.0, 0.0, 0.0], [-0.1, 0.0, 0.0], [0.1, 0.0, 0.0], [-0.1, 0.0, 0.0], [0.1, 0.1, 0.1], [-0.4, -0.2, -0.1], [0.0, 0.0, 0.0], [0.0, 0.1, 0.1], [0.0, 0.0, 0.0], [0.0, 0.0, 0.0], [0.0, 0.0, 0.0], [0.0, 0.0, 0.0], [0.0, 0.0, 0.0], [0.0, 0.0, 0.0], [0.0, 0.0, 0.0], [0.0, 0.0, 0.0], [0.0, 0.0, 0.0], [0.0, 0.0, 0.0], [0.0, -0.1, 0.0], [0.0, 0.0, 0.0], [0.0, 0.0, 0.0], [0.0, 0.0, 0.0], [0.0, 0.0, 0.0], [0.0, 0.0, 0.0], [0.0, 0.0, 0.0], [0.1, -0.1, 0.0]]}

{"formula": "C16H34NO16P", "method": "ωB97M-V with the def2-TZVPD basis set", "e_homo_ev": -10.8, "e_tot_ev": -60680.213, "smiles": "COC(=O)OC.COC(=O)OC.COC(=O)OC.COC(=O)OC.COC(=O)OC.N#CO[PH4]", "e_lumo_ev": 0.166, "elements": ["N", "C", "O", "P", "H", "H", "H", "H", "C", "O", "C", "O", "O", "C", "H", "H", "H", "H", "H", "H", "C", "O", "C", "O", "O", "C", "H", "H", "H", "H", "H", "H", "C", "O", "C", "O", "O", "C", "H", "H", "H", "H", "H", "H", "C", "O", "C", "O", "O", "C", "H", "H", "H", "H", "H", "H", "C", "O", "C", "O", "O", "C", "H", "H", "H", "H", "H", "H"], "coordinates": [[-0.349, 1.437, 0.714], [-0.423, 0.281, 0.797], [-0.381, -0.968, 1.057], [1.110, -1.225, 2.181], [0.535, -0.249, 2.999], [0.790, -2.575, 2.285], [1.913, -0.764, 1.134], [2.259, -1.342, 3.029], [-1.840, 0.907, 4.382], [-1.322, 0.195, 5.511], [-1.299, 0.902, 6.641], [-1.664, 2.039, 6.770], [-0.798, 0.127, 7.603], [-0.715, 0.761, 8.881], [-1.810, 0.229, 3.533], [-2.871, 1.205, 4.557], [-1.224, 1.776, 4.158], [-1.703, 1.056, 9.228], [-0.062, 1.630, 8.836], [-0.295, 0.024, 9.558], [2.660, 2.251, 0.432], [3.814, 1.400, 0.519], [4.727, 1.615, -0.427], [4.652, 2.433, -1.304], [5.728, 0.756, -0.245], [6.772, 0.860, -1.219], [2.006, 1.967, 1.244], [2.940, 3.297, 0.543], [2.143, 2.101, -0.512], [7.225, 1.849, -1.190], [6.389, 0.654, -2.217], [7.512, 0.112, -0.951], [-2.188, -0.916, -6.471], [-1.679, -1.638, -5.348], [-1.659, -0.941, -4.213], [-2.026, 0.197, -4.078], [-1.161, -1.720, -3.254], [-1.074, -1.092, -1.972], [-2.146, -1.598, -7.314], [-3.219, -0.613, -6.297], [-1.573, -0.043, -6.677], [-2.062, -0.799, -1.620], [-0.421, -0.222, -2.017], [-0.657, -1.829, -1.299], [4.809, -2.182, -7.054], [3.946, -1.045, -6.982], [4.177, -0.248, -5.938], [5.022, -0.418, -5.098], [3.313, 0.762, -5.987], [3.451, 1.701, -4.916], [4.510, -2.732, -7.940], [5.847, -1.871, -7.149], [4.688, -2.812, -6.175], [4.437, 2.162, -4.934], [3.286, 1.217, -3.957], [2.693, 2.463, -5.071], [-4.870, -0.165, 1.179], [-5.418, -0.007, 2.491], [-6.392, -0.872, 2.774], [-6.811, -1.728, 2.041], [-6.818, -0.625, 4.011], [-7.872, -1.485, 4.452], [-4.094, 0.587, 1.065], [-4.428, -1.153, 1.064], [-5.629, -0.002, 0.417], [-7.543, -2.523, 4.459], [-8.747, -1.377, 3.815], [-8.115, -1.173, 5.463]], "forces_ev_per_angstrom": [[-0.3, -0.3, -0.2], [-0.1, 0.0, 0.4], [-0.3, 0.2, -0.4], [1.4, 0.4, 0.8], [-0.1, -0.1, 0.0], [-0.4, 0.1, -0.3], [-0.2, -0.1, -0.2], [-0.1, -0.2, 0.1], [-0.1, 0.1, -0.2], [0.1, -0.1, -0.1], [0.0, 0.0, 0.0], [0.0, 0.0, 0.0], [0.0, 0.0, 0.0], [0.0, 0.0, 0.2], [0.0, -0.1, 0.1], [0.0, 0.1, 0.0], [-0.1, 0.1, 0.1], [0.0, 0.1, 0.0], [-0.1, 0.1, 0.0], [0.0, -0.1, -0.1], [0.0, 0.1, 0.0], [0.0, 0.0, 0.1], [0.0, -0.1, 0.0], [0.0, 0.1, -0.1], [0.0, 0.0, 0.0], [0.2, -0.1, -0.1], [0.0, -0.1, 0.1], [0.1, 0.0, -0.1], [0.0, 0.0, 0.0], [-0.1, 0.0, 0.0], [0.0, 0.1, 0.0], [-0.1, 0.0, 0.1], [0.0, 0.0, -0.2], [0.0, 0.0, 0.0], [0.0, 0.0, 0.0], [0.0, 0.0, 0.0], [0.0, 0.0, 0.0], [0.0, 0.0, 0.0], [0.0, -0.1, 0.1], [0.0, 0.1, 0.0], [0.0, 0.0, 0.1], [0.0, 0.1, 0.0], [-0.1, 0.1, 0.0], [0.0, -0.1, -0.1], [0.0, -0.1, -0.1], [0.0, 0.0, 0.0], [-0.1, 0.0, 0.0], [0.0, 0.0, 0.0], [0.0, 0.0, 0.0], [-0.1, 0.2, 0.1], [-0.1, 0.1, 0.0], [0.0, 0.0, 0.1], [0.0, 0.0, 0.0], [0.0, -0.1, 0.1], [0.1, 0.0, 0.0], [0.0, -0.1, -0.1], [0.2, 0.1, -0.2], [0.0, 0.0, -0.1], [0.0, 0.1, 0.1], [0.0, 0.0, 0.0], [0.0, 0.0, 0.0], [-0.1, 0.0, 0.1], [0.0, 0.1, 0.2], [-0.1, -0.1, 0.0], [-0.1, -0.1, 0.0], [0.0, 0.0, -0.1], [0.0, 0.0, -0.1], [0.1, 0.1, 0.0]]}

{"formula": "C5H12N2", "method": "ωB97M-V with the def2-TZVPD basis set", "e_homo_ev": -20.8, "e_tot_ev": -8339.662, "smiles": "C=[N+](C)C/C=[NH+]\\C", "de_lowest_kcal_mol": 58.95, "e_lumo_ev": -9.582, "charge": 2, "elements": ["C", "C", "C", "C", "C", "N", "N", "H", "H", "H", "H", "H", "H", "H", "H", "H", "H", "H", "H"], "coordinates": [[-0.983, -0.885, 0.624], [0.178, 0.148, 0.591], [-2.628, 0.456, -0.630], [1.748, -1.193, -0.495], [2.415, 1.029, 0.081], [-2.175, -0.615, 0.214], [1.451, -0.029, -0.087], [-0.137, 1.107, 0.160], [0.335, 0.133, 1.671], [-3.288, 1.220, -0.218], [-3.076, 0.151, -1.571], [-1.712, 0.982, -1.018], [-0.933, -1.783, 1.319], [1.006, -1.981, -0.830], [2.820, -1.346, -0.569], [3.189, 1.029, -0.626], [1.803, 1.918, 0.128], [3.030, 0.892, 1.041], [-3.044, -1.231, 0.212]], "forces_ev_per_angstrom": [[-0.9, -0.7, 0.6], [-2.0, 1.0, -0.5], [2.4, 2.8, -2.2], [0.7, -1.1, -1.3], [0.6, 0.4, 3.1], [-1.5, -0.9, -1.0], [-0.7, -2.9, 0.8], [-0.6, -0.1, 1.0], [0.6, 0.9, 0.1], [0.0, -0.5, 0.7], [-0.4, -0.9, 0.2], [-1.0, -0.1, 0.5], [0.3, 0.9, -1.2], [0.9, 1.0, 1.0], [0.0, -0.5, -0.8], [0.5, 0.0, -1.7], [0.6, 0.6, -0.1], [-1.4, 0.2, -0.8], [1.9, -0.2, 1.4]]}

{"formula": "C23H39Cl3N3O3SSiV", "method": "ωB97M-V with the def2-TZVPD basis set", "e_homo_ev": [-6.6, -6.6], "multiplicity": 3, "e_tot_ev": -117066.901, "de_lowest_kcal_mol": 99.08, "e_lumo_ev": [-0.846, -0.172], "elements": ["C", "C", "H", "H", "H", "C", "C", "H", "H", "H", "H", "V", "Cl", "Cl", "C", "O", "N", "C", "C", "H", "H", "H", "H", "H", "H", "H", "H", "H", "C", "C", "N", "H", "C", "O", "H", "H", "H", "H", "O", "C", "C", "C", "H", "C", "H", "C", "H", "C", "C", "H", "H", "H", "Si", "Cl", "C", "C", "C", "H", "H", "H", "H", "H", "H", "H", "H", "H", "S", "C", "C", "N", "C", "H", "H", "H"], "coordinates": [[1.798, 3.016, -2.293], [2.283, 1.623, -2.036], [2.609, 3.713, -2.548], [1.305, 3.372, -1.365], [1.040, 3.059, -3.097], [3.542, 1.269, -1.795], [4.678, 2.235, -1.713], [3.778, 0.236, -1.504], [4.502, 2.977, -0.914], [4.839, 2.787, -2.649], [5.611, 1.718, -1.467], [-1.912, 0.324, 0.794], [-2.872, 0.338, -1.226], [-2.638, 1.366, 2.690], [-1.285, -2.523, -0.957], [-1.070, -1.783, 0.014], [-0.999, -3.842, -0.896], [-0.362, -4.377, 0.299], [-1.215, -4.726, -2.019], [-1.694, -2.186, -1.931], [-0.952, -4.139, 1.194], [0.664, -3.996, 0.426], [-0.327, -5.462, 0.165], [-1.963, -4.269, -2.676], [-1.588, -5.682, -1.636], [-0.291, -4.897, -2.595], [2.137, 1.988, 1.430], [3.961, -0.046, 1.206], [1.930, 1.464, 2.371], [3.459, -0.463, 2.093], [2.092, 0.032, 2.176], [0.903, 1.665, 2.690], [1.020, -0.788, 2.207], [-0.141, -0.390, 2.463], [3.462, -1.559, 2.031], [1.253, -1.850, 1.983], [2.646, 1.792, 3.132], [4.027, -0.140, 2.981], [0.890, 0.848, -0.416], [1.140, 0.646, -1.699], [2.106, -1.568, -0.900], [1.454, -0.851, -1.901], [2.238, -1.088, 0.074], [2.552, -2.863, -1.145], [0.285, 0.912, -2.358], [1.068, -1.487, -3.084], [3.111, -3.394, -0.369], [2.296, -3.449, -2.391], [1.535, -2.769, -3.353], [0.426, -0.936, -3.785], [2.668, -4.452, -2.598], [1.302, -3.237, -4.317], [-2.296, 3.614, 1.193], [-0.815, 2.319, 0.342], [-1.838, 4.276, 2.881], [-4.026, 3.084, 0.745], [-2.114, 5.147, 0.068], [-0.877, 3.905, 3.244], [-2.582, 4.037, 3.649], [-1.761, 5.371, 2.841], [-1.242, 5.764, 0.331], [-3.015, 5.766, 0.198], [-2.039, 4.885, -0.996], [-4.066, 2.273, -0.008], [-4.540, 3.953, 0.298], [-4.589, 2.755, 1.635], [-3.824, -3.261, 2.774], [-5.036, -2.283, 1.929], [-4.440, -1.216, 1.300], [-3.070, -1.215, 1.429], [-2.606, -2.192, 2.217], [-6.091, -2.485, 1.928], [-4.865, -0.440, 0.685], [-1.567, -2.226, 2.536]], "forces_ev_per_angstrom": [[0.0, 0.4, 0.1], [-0.1, -0.9, -0.2], [-0.3, -0.2, 0.1], [0.2, -0.1, -0.4], [0.3, -0.1, 0.3], [0.0, -0.1, 0.1], [0.5, 0.4, 0.1], [-0.3, 0.4, -0.3], [0.1, -0.1, -0.3], [0.0, -0.1, 0.2], [-0.1, 0.1, -0.1], [2.3, -1.7, -0.2], [-0.4, 0.1, -0.2], [-0.2, -0.7, 0.5], [0.5, -0.3, 0.3], [0.1, 0.2, -0.5], [0.0, 0.9, 0.2], [0.1, -0.1, 0.0], [0.0, 0.0, -0.3], [0.0, 0.1, 0.6], [0.2, -0.1, -0.3], [-0.4, -0.1, -0.1], [0.1, 0.2, 0.2], [0.2, -0.2, 0.0], [0.0, 0.2, -0.2], [-0.2, 0.1, 0.2], [-0.2, -0.2, 0.1], [-0.2, -0.1, 0.2], [0.1, 0.1, -0.1], [0.0, 0.1, -0.2], [-0.7, -0.9, 0.6], [0.3, 0.0, -0.1], [0.2, 1.3, 0.0], [0.5, -0.5, -0.9], [0.0, 0.3, 0.0], [-0.1, 0.4, 0.2], [-0.2, 0.0, 0.0], [-0.2, -0.2, -0.2], [-0.7, -0.1, 2.1], [0.4, -0.7, -0.4], [0.1, -0.1, 0.1], [-0.3, 0.7, -0.9], [0.1, -0.1, -0.8], [-0.2, 0.1, -0.2], [-0.1, -0.2, -0.3], [0.4, 0.1, 0.2], [-0.2, 0.0, -0.3], [-0.1, -0.1, -0.1], [-0.1, -0.3, 0.1], [0.5, -0.3, 0.1], [-0.1, 0.2, 0.0], [0.1, 0.1, 0.4], [0.0, 1.5, -1.0], [-0.2, 1.6, 0.3], [-0.2, 0.3, 0.5], [-0.9, 0.0, 0.1], [0.3, -0.1, 0.0], [-0.1, -0.1, -0.1], [0.1, -0.1, -0.2], [0.0, -0.2, -0.1], [-0.2, -0.2, -0.1], [0.2, -0.1, 0.0], [-0.1, 0.0, 0.2], [0.1, 0.4, 0.4], [0.1, -0.3, 0.2], [0.1, 0.2, -0.5], [-0.6, 1.4, -1.0], [1.0, 0.6, -0.1], [0.4, -1.7, 0.6], [-0.2, -1.3, 1.9], [-1.1, 1.0, -0.7], [0.0, -0.3, 0.2], [-0.3, -0.1, 0.1], [-0.2, 0.0, -0.2]]}

Q: Number 2 is which compound?
A: C16H34NO16P

Q: What is the formula in the first record?
A: C31H29N4O2PSZn

Q: Which formula does entry 4 have?
A: C23H39Cl3N3O3SSiV